No. 1
Density functional theory data (ωB97M-V/def2-TZVPD) for one molecule with the formula C6H12N2O at a distorted geometry.

Last column: natural (NBO) charge in e.
Geometry (Å):
C 0.17 0.78 -1.91  -0.412
C -0.20 1.21 -0.69  0.041
C -0.38 2.70 -0.57  0.402
O -0.07 3.51 -1.44  -0.526
N -0.40 0.43 0.45  -0.302
N -1.56 0.76 1.22  -0.644
C 0.29 -0.84 0.78  -0.036
C 1.77 -0.85 0.38  -0.618
C -0.45 -2.06 0.24  -0.622
H 0.31 1.48 -2.74  0.232
H 0.30 -0.26 -2.15  0.190
H -0.79 3.04 0.39  0.135
H -2.37 0.27 0.84  0.338
H -1.46 0.44 2.19  0.355
H 0.29 -0.93 1.88  0.188
H 2.30 -1.65 0.89  0.217
H 2.26 0.10 0.64  0.225
H 1.90 -1.01 -0.70  0.212
H -0.44 -2.08 -0.86  0.208
H -1.50 -2.06 0.56  0.205
H 0.01 -2.98 0.60  0.213

The relative energy (zero: lowest compared OMol25 entry of this formula, charge and spin) comes out at 56.61 kcal/mol. For the total energy, the calculation gives -11442.2158 eV. The total charge is 0. Its SMILES is C=C(C=O)N(N)C(C)C.

***

No. 2
Density functional theory data (ωB97M-V/def2-TZVPD) for a 2-piece molecular cluster, C2H2N2O2 overall.

Last column: natural (NBO) charge in e.
Geometry (Å):
N 0.55 -0.34 1.05  -0.757
C 1.11 0.30 0.17  0.664
N 1.57 1.07 -0.66  -0.710
H 1.09 -0.99 1.61  0.404
H 1.59 0.76 -1.63  0.403
O -2.49 -0.76 0.74  -0.509
C -1.96 -0.27 -0.17  1.042
O -1.46 0.22 -1.11  -0.537

The relative energy (zero: lowest compared OMol25 entry of this formula, charge and spin) comes out at 0.51 kcal/mol. For the total energy, the calculation gives -9181.7643 eV. The total charge is 0. Its SMILES is N=C=N.O=C=O.